Entry 1:
DFT (ωB97M-V/def2-TZVPD) results for a structure of composition C42H37F12IrN2O2P at a distorted geometry.

Summary:
E_HOMO (alpha / beta) in hartree: -0.153 / -0.152
Net charge: -1
HOMO-LUMO gap (alpha / beta) in eV: 6.48 / 6.37

Each line ends with the Mulliken charge.
Element x y z (Å)
Ir1 0.5100 -0.0065 -1.2833  3.49
C1 -5.2761 3.2458 -1.0435  -1.69
C2 -3.8980 2.7336 -0.7521  0.56
C3 -3.6445 1.9246 0.3476  -1.45
C4 -2.3626 1.5326 0.6386  0.26
C5 -1.2649 1.8634 -0.1852  -0.25
N1 0.0032 1.4740 0.1982  0.75
C6 0.3905 1.6752 1.4696  0.87
C7 -0.2930 2.6442 2.2476  -0.72
C8 -0.0920 2.7939 3.5935  -1.23
C9 0.8522 2.0152 4.2503  0.40
C10 1.0656 2.0944 5.7311  -1.96
C11 1.6532 1.1843 3.4768  -0.28
C12 1.4692 1.0093 2.1153  -0.82
C13 2.5061 0.2021 1.3300  1.54
O1 2.1140 -0.4801 0.2550  -1.37
C14 3.6210 1.2508 0.9740  0.06
F1 3.1999 2.1666 0.1073  -0.03
F2 4.7120 0.6752 0.4227  -0.32
F3 4.0840 1.9339 2.0445  -0.30
C15 3.2470 -0.8629 2.2131  -0.18
F4 4.1856 -0.4048 3.0727  -0.32
F5 3.9001 -1.7339 1.4335  -0.23
F6 2.4081 -1.5925 2.9598  -0.17
C16 -1.5423 2.6100 -1.3545  -1.12
C17 -2.8341 3.0541 -1.5868  -0.63
C18 -0.4035 2.9264 -2.3286  1.87
O2 0.5019 1.9666 -2.5283  -0.97
C19 0.2976 4.2200 -1.7988  0.27
F7 -0.5600 5.2434 -1.5651  -0.31
F8 0.9284 4.0164 -0.6438  -0.15
F9 1.2108 4.7017 -2.6568  -0.30
C20 -0.9685 3.2977 -3.7390  0.42
F10 -0.0028 3.2705 -4.6640  -0.27
F11 -1.9004 2.4301 -4.1638  -0.24
F12 -1.5309 4.5239 -3.8527  -0.29
H1 -5.9018 3.1791 -0.1557  0.40
H2 -5.2449 4.2827 -1.3746  0.40
H3 -5.7450 2.6578 -1.8343  0.29
H4 -4.4520 1.6167 0.9984  0.45
H5 -2.1619 0.9653 1.5330  0.69
H6 -0.9993 3.2867 1.7432  0.49
H7 -0.6751 3.5250 4.1369  0.34
H8 0.2585 2.6447 6.2078  0.39
H9 1.1120 1.0967 6.1656  0.38
H10 2.0079 2.5966 5.9478  0.44
H11 2.4478 0.6636 3.9880  0.48
H12 -3.0523 3.6796 -2.4377  0.58
C21 3.2732 0.7297 -2.8714  -0.95
N2 2.4566 -0.4745 -2.8338  0.65
C22 3.2674 -1.6053 -2.4068  -1.34
C23 1.8106 -0.7188 -4.1223  -1.63
C24 0.5119 -1.4674 -3.9873  1.47
C25 0.1137 -2.3540 -4.9774  -0.76
C26 -1.1512 -2.9203 -4.9595  -0.77
C27 -2.0413 -2.5421 -3.9712  -0.61
C28 -1.6267 -1.6794 -2.9653  -0.48
C29 -0.3329 -1.1630 -2.9083  -0.54
H13 4.0083 0.6906 -3.6903  0.41
H14 3.8072 0.8237 -1.9293  0.15
H15 2.6229 1.5931 -2.9965  0.04
H16 4.2234 -1.6436 -2.9511  0.37
H17 2.7276 -2.5359 -2.5785  0.40
H18 3.4681 -1.5004 -1.3399  0.14
H19 2.4906 -1.2333 -4.8207  0.40
H20 1.5504 0.2568 -4.5452  0.37
H21 0.7975 -2.6006 -5.7792  0.41
H22 -1.4469 -3.6278 -5.7257  0.37
H23 -3.0561 -2.9257 -3.9808  0.42
H24 -2.3490 -1.3808 -2.2137  0.69
C30 -1.8289 -3.2757 -0.2637  -1.76
P1 -0.7744 -1.9147 0.4228  2.38
C31 -1.7264 -1.5052 1.9140  0.43
C32 -1.0558 -1.0522 3.0533  -0.55
C33 -1.7550 -0.5256 4.1204  -1.05
C34 -3.1403 -0.4430 4.0775  -0.87
C35 -3.8170 -0.8940 2.9536  -0.64
C36 -3.1192 -1.4023 1.8767  -1.00
C37 0.5036 -3.0654 1.0330  0.20
C38 1.5097 -3.3502 0.1210  -0.02
C39 2.4684 -4.3017 0.4078  -0.23
C40 2.4253 -4.9780 1.6153  -0.74
C41 1.4095 -4.7138 2.5190  -0.66
C42 0.4405 -3.7693 2.2273  -0.60
H25 -1.9626 -4.0508 0.4894  0.50
H26 -1.3207 -3.6869 -1.1327  0.44
H27 -2.7971 -2.8982 -0.5754  0.59
H28 0.0204 -1.1150 3.0868  0.72
H29 -1.2183 -0.1672 4.9868  0.40
H30 -3.6837 -0.0158 4.9065  0.40
H31 -4.8962 -0.8378 2.9182  0.45
H32 -3.6606 -1.7080 0.9917  0.28
H33 1.5234 -2.7832 -0.7953  -0.67
H34 3.2526 -4.5168 -0.3038  0.44
H35 3.1865 -5.7084 1.8580  0.37
H36 1.3658 -5.2511 3.4575  0.41
H37 -0.3601 -3.5815 2.9314  0.38

Atoms 1-2, force components in eV/Å:
Ir 0.9516 0.3096 0.5003
C -0.0319 -0.1256 -0.0964

***

Entry 2:
DFT (ωB97M-V/def2-TZVPD) results for a structure of composition C42H37IrN5O6S3 at a distorted geometry.

Summary:
E_HOMO in hartree: -0.363
Net charge: +1
Relative energy (zero: lowest compared OMol25 entry of this formula, charge and spin) in eV: 2.746
HOMO-LUMO gap in eV: 7.11

Each line ends with the Mulliken charge.
Element x y z (Å)
Ir1 -0.1783 1.2365 -0.6417  2.08
C1 8.9408 -9.0331 -0.5617  -0.84
O1 7.5307 -9.1924 -0.4817  -0.46
C2 6.7727 -8.0762 -0.4508  0.96
C3 7.2759 -6.7817 -0.5544  -0.45
C4 6.4038 -5.7051 -0.5257  -0.86
C5 5.0340 -5.8938 -0.3960  0.34
C6 4.5452 -7.1961 -0.2742  -0.44
C7 5.3989 -8.2761 -0.3030  -0.79
C8 4.1537 -4.7227 -0.4218  0.23
N1 4.5592 -3.4759 -0.5104  -0.84
C9 3.4113 -2.7307 -0.5303  0.87
C10 2.2983 -3.5234 -0.4546  0.19
N2 2.7845 -4.8090 -0.3871  -0.09
C11 0.9708 -3.0043 -0.4913  0.01
C12 -0.1977 -3.7745 -0.4729  -0.66
C13 -1.4062 -3.1399 -0.5318  -1.48
C14 -1.4477 -1.7456 -0.6142  -0.18
N3 -0.3644 -0.9899 -0.6322  0.43
C15 0.8436 -1.6051 -0.5747  -0.06
C16 2.0053 -0.7648 -0.6623  -0.22
N4 1.7923 0.5657 -0.8083  0.10
C17 2.8534 1.3495 -0.9807  0.11
C18 4.1660 0.8709 -0.9771  -1.12
C19 4.3937 -0.4645 -0.8020  -0.33
C20 3.2917 -1.3105 -0.6537  0.39
H1 9.3581 -10.0327 -0.4974  0.24
H2 9.3159 -8.4289 0.2666  0.35
H3 9.2309 -8.5774 -1.5107  0.34
H4 8.3344 -6.6022 -0.6655  0.40
H5 6.7850 -4.6963 -0.6093  0.47
H6 3.4866 -7.3900 -0.1436  0.25
H7 5.0303 -9.2888 -0.2148  0.43
H8 2.2530 -5.6581 -0.3224  0.17
H9 -0.1430 -4.8547 -0.4204  0.46
H10 -2.3352 -3.6921 -0.5166  0.50
H11 -2.3938 -1.2302 -0.6837  0.62
H12 2.6555 2.3864 -1.1530  0.49
H13 4.9782 1.5703 -1.1144  0.47
H14 5.3891 -0.8884 -0.7899  0.62
O2 0.0226 0.7190 1.5031  -0.22
S1 -0.2514 1.1712 2.9389  -0.16
C21 -0.8083 2.8880 2.9757  -1.32
C22 -2.1104 3.2101 2.2523  1.02
C23 -2.3887 4.7256 2.2891  -1.17
C24 -1.6970 5.5395 1.1977  -0.83
S2 -2.1414 5.2288 -0.5310  -0.14
O3 -1.9073 3.7682 -0.7787  -0.46
C25 -3.9056 5.4337 -0.4356  0.64
C26 -4.4518 6.6619 -0.7776  -0.57
C27 -5.8267 6.8411 -0.6963  -0.55
C28 -6.6365 5.7930 -0.2834  -0.53
C29 -6.0801 4.5584 0.0342  -0.85
C30 -4.7090 4.3697 -0.0457  -0.10
C31 -1.7859 0.3972 3.4007  0.12
C32 -2.4320 -0.4261 2.5002  0.36
C33 -3.6417 -1.0065 2.8627  -0.61
C34 -4.1810 -0.7648 4.1160  -0.62
C35 -3.5057 0.0455 5.0232  -0.61
C36 -2.2992 0.6266 4.6722  -0.45
H15 0.0314 3.4151 2.5250  0.66
H16 -0.8612 3.1243 4.0430  0.53
H17 -2.9402 2.6796 2.7235  0.60
H18 -2.0445 2.8683 1.2213  -0.93
H19 -2.0446 5.1241 3.2488  0.51
H20 -3.4638 4.9032 2.2491  0.40
H21 -0.6170 5.3800 1.2197  0.44
H22 -1.8926 6.6092 1.3175  0.60
H23 -3.8098 7.4682 -1.1136  0.44
H24 -6.2639 7.7946 -0.9617  0.41
H25 -7.7071 5.9351 -0.2141  0.41
H26 -6.7167 3.7415 0.3499  0.45
H27 -4.2584 3.4055 0.1648  0.44
H28 -1.9880 -0.5930 1.5305  0.31
H29 -4.1636 -1.6439 2.1599  0.45
H30 -5.1253 -1.2130 4.3953  0.40
H31 -3.9227 0.2248 6.0053  0.41
H32 -1.7673 1.2495 5.3822  0.39
O4 -0.4466 0.9974 -2.5773  -0.72
N5 -1.5693 1.5530 -3.0946  0.26
C37 -1.4659 2.0272 -4.3521  -0.25
C38 -2.5679 2.5289 -4.9809  -0.83
C39 -3.7886 2.5376 -4.2939  -0.29
C40 -3.8514 2.0729 -3.0055  -0.95
C41 -2.6999 1.5849 -2.3691  0.95
S3 -2.6119 1.0806 -0.7366  -0.68
H33 -0.4798 1.9530 -4.7831  0.48
H34 -2.4783 2.8977 -5.9914  0.45
H35 -4.6787 2.9213 -4.7742  0.43
H36 -4.7717 2.0794 -2.4395  0.43
O5 0.7420 3.3841 0.6443  -0.50
C42 0.9915 3.8002 -0.4863  -0.03
O6 0.7937 3.0928 -1.5261  -0.67
H37 1.3990 4.8120 -0.6282  0.35

Atoms 1-2, force components in eV/Å:
Ir -0.2475 -4.1880 -1.4502
C -0.0372 -0.0121 -0.0139

***

Entry 3:
DFT (ωB97M-V/def2-TZVPD) results for a structure of composition C42H37IrN6O3PS.

Summary:
E_HOMO (alpha / beta) in hartree: -0.469 / -0.468
Spin multiplicity: 2
Net charge: +2
Relative energy (zero: lowest compared OMol25 entry of this formula, charge and spin) in eV: 0.000
<S²>: 0.782
HOMO-LUMO gap (alpha / beta) in eV: 7.47 / 6.00

Each line ends with the Mulliken spin population.
Element x y z (Å)
Ir1 0.6131 0.0079 -0.2934  -0.01
C1 0.9418 4.4677 -1.6771  0.00
O1 1.5762 3.9801 -2.8531  0.00
C2 2.4743 2.9619 -2.8110  -0.05
C3 3.4533 3.0365 -3.7816  0.08
C4 4.4410 2.0589 -3.9550  -0.01
C5 4.4243 0.9731 -3.1357  0.05
C6 3.4122 0.8265 -2.1422  0.06
C7 3.4795 -0.3980 -1.4497  0.05
N1 2.6047 -0.9504 -0.6125  0.01
N2 3.0271 -2.1556 -0.2516  0.62
C8 2.5347 -2.7627 0.9106  -0.07
O2 2.3029 -2.1370 1.9265  0.10
C9 2.4463 -4.2379 0.8362  0.01
C10 2.7308 -4.9392 -0.3345  0.02
C11 2.5892 -6.3178 -0.3643  0.00
C12 2.1706 -6.9976 0.7705  0.00
C13 1.8913 -6.3021 1.9425  0.00
C14 2.0270 -4.9262 1.9754  0.00
C15 2.4314 1.8509 -1.9239  0.09
O3 1.5265 1.7886 -0.9847  0.05
H1 0.4377 5.3829 -1.9779  0.00
H2 1.6770 4.7034 -0.9033  0.00
H3 0.2152 3.7600 -1.2930  0.00
H4 3.4280 3.9107 -4.4201  0.00
H5 5.1944 2.1762 -4.7200  0.00
H6 5.1642 0.1895 -3.2334  0.00
H7 4.3532 -1.0156 -1.6357  -0.02
H8 3.0741 -4.4068 -1.2102  0.00
H9 2.8154 -6.8640 -1.2698  0.00
H10 2.0717 -8.0748 0.7472  0.00
H11 1.5806 -6.8399 2.8286  0.00
H12 1.8293 -4.3685 2.8825  0.00
C16 -2.0299 -4.3044 1.1095  0.00
N3 -1.5640 -3.2473 1.9980  0.00
C17 -1.7090 -3.2130 3.3682  0.00
C18 -1.1221 -2.0932 3.8067  0.00
N4 -0.6137 -1.4100 2.6895  0.01
C19 -0.8934 -2.1631 1.5892  0.00
S1 -0.5143 -1.9586 -0.0456  0.00
C20 0.1375 -0.2066 2.8227  0.00
C21 0.1897 0.3836 4.0824  0.00
C22 1.0648 1.4229 4.3221  0.00
C23 1.8866 1.8545 3.2966  0.00
C24 1.7066 1.2919 2.0571  0.02
N5 0.8146 0.3162 1.7957  0.00
H13 -2.5498 -5.0467 1.7073  0.00
H14 -1.1778 -4.7654 0.6104  0.00
H15 -2.7110 -3.8872 0.3687  0.00
H16 -2.2013 -4.0007 3.9104  0.00
H17 -0.9846 -1.7595 4.8139  0.00
H18 -0.4380 0.0336 4.8827  0.00
H19 1.1131 1.8703 5.3054  0.00
H20 2.6256 2.6293 3.4376  0.00
H21 2.2836 1.6258 1.2053  -0.01
N6 0.3332 -0.1963 -2.3646  -0.01
C25 -0.5133 0.8456 -2.9597  0.00
C26 -0.4041 1.1363 -4.3058  0.00
C27 -1.2372 2.1016 -4.8543  0.00
C28 -2.1712 2.7547 -4.0624  0.00
C29 -2.2630 2.4623 -2.7106  0.00
C30 -1.4240 1.5071 -2.1452  -0.01
P1 -1.3374 1.1652 -0.3700  0.00
C31 -2.8298 0.2514 0.0921  0.00
C32 -3.5543 -0.4517 -0.8668  0.00
C33 -4.6278 -1.2446 -0.4872  0.00
C34 -4.9747 -1.3486 0.8531  0.00
C35 -4.2572 -0.6462 1.8142  0.00
C36 -3.1908 0.1545 1.4355  0.00
C37 -1.5072 2.7329 0.5135  0.00
C38 -0.4032 3.4450 0.9739  0.00
C39 -0.5739 4.6507 1.6365  0.00
C40 -1.8484 5.1618 1.8330  0.00
C41 -2.9549 4.4699 1.3578  0.00
C42 -2.7892 3.2588 0.7066  0.00
H22 -0.1164 -1.0971 -2.5336  0.00
H23 1.2266 -0.2361 -2.8563  0.01
H24 0.3236 0.6225 -4.9231  0.00
H25 -1.1539 2.3443 -5.9048  0.00
H26 -2.8168 3.5057 -4.4966  0.00
H27 -2.9669 3.0011 -2.0887  0.00
H28 -3.2933 -0.3729 -1.9155  0.00
H29 -5.1998 -1.7716 -1.2392  0.00
H30 -5.8177 -1.9599 1.1474  0.00
H31 -4.5445 -0.7032 2.8562  0.00
H32 -2.6534 0.7216 2.1884  0.00
H33 0.5916 3.0854 0.7641  0.00
H34 0.2911 5.1995 1.9858  0.00
H35 -1.9812 6.1033 2.3490  0.00
H36 -3.9496 4.8707 1.4984  0.00
H37 -3.6635 2.7228 0.3591  0.00

Atoms 1-2, force components in eV/Å:
Ir 0.4687 0.2781 -0.3744
C 0.0359 0.0398 -0.0413

***

Number 1: calculated total energy -3526.8208 Ha. Number 2: calculated total energy -3646.6021 Ha. Number 3: calculated total energy -3020.4061 Ha.